DFT (the ωB97M-V functional and the def2-TZVPD basis) results for C21H36BF2FeN7O6P2 as an isolated structure at a distorted geometry.

* 2S+1: 6
* orbital gap (spin up / spin down): 0.06372 / 0.17525 Eh
* LUMO (spin up / spin down): 1.6 / 1.6 eV
* charge: -1
* ΔE to the lowest compared entry with this formula, charge and spin: 0.0 kcal per mole

Each line ends with the Löwdin spin population.
Element x y z (Å)
Fe: -0.387 0.873 -0.646  3.708
C: -1.657 1.908 -4.711  0.017
C: -1.737 1.749 -3.192  0.091
O: -0.672 1.450 -2.565  0.117
C: -3.027 1.917 -2.662  0.007
C: -3.329 1.798 -1.292  0.128
C: -4.715 2.172 -0.805  0.022
N: -2.431 1.472 -0.355  -0.009
N: -2.779 1.601 0.939  0.112
C: -1.824 1.888 1.757  0.144
O: -0.542 1.923 1.284  0.058
C: -2.122 2.107 3.132  0.092
C: -3.450 1.961 3.602  0.079
C: -3.693 1.854 4.951  0.014
C: -2.660 1.881 5.905  0.131
C: -1.381 2.147 5.461  0.020
C: -1.114 2.256 4.067  0.089
H: -1.991 2.933 -4.968  0.004
H: -2.317 1.212 -5.259  0.005
H: -0.630 1.810 -5.056  0.000
H: -3.817 2.205 -3.342  -0.003
H: -5.386 2.221 -1.671  0.000
H: -4.713 3.149 -0.315  0.007
H: -5.040 1.397 -0.082  0.006
H: -4.303 1.913 2.922  0.010
H: -4.726 1.775 5.297  -0.002
H: -2.919 1.697 6.949  0.011
H: -0.582 2.266 6.176  -0.002
H: -0.123 2.469 3.776  0.008
C: 2.557 -2.028 2.420  0.001
N: 2.462 -0.768 1.668  0.001
C: 2.084 0.366 2.487  0.002
P: 2.494 -0.671 0.048  0.009
O: 1.648 0.508 -0.484  0.033
O: 1.819 -2.066 -0.419  0.000
P: 0.394 -2.297 -1.173  0.009
O: -0.658 -1.201 -0.845  0.034
N: 0.726 -2.304 -2.777  0.001
C: 1.805 -3.114 -3.316  0.000
C: -0.044 -1.556 -3.754  0.000
N: 0.036 -3.798 -0.619  0.002
C: 1.038 -4.830 -0.354  0.001
C: -1.353 -4.137 -0.326  0.001
N: 3.971 -0.722 -0.666  0.002
C: 4.839 -1.861 -0.411  0.001
C: 4.650 0.528 -0.952  0.000
H: 1.570 -2.320 2.849  0.000
H: 3.238 -1.899 3.263  0.000
H: 2.931 -2.821 1.787  0.000
H: 1.006 0.414 2.771  0.001
H: 2.302 1.306 1.931  0.000
H: 2.660 0.404 3.425  0.001
H: 2.282 -3.640 -2.501  0.000
H: 2.580 -2.499 -3.795  0.000
H: 1.388 -3.861 -4.023  0.000
H: -1.105 -1.485 -3.435  0.000
H: 0.017 -2.048 -4.747  0.000
H: 0.304 -0.521 -3.831  0.000
H: 2.049 -4.424 -0.535  0.000
H: 0.881 -5.755 -0.955  0.000
H: 1.045 -5.114 0.702  0.000
H: -1.918 -3.220 -0.441  0.001
H: -1.475 -4.502 0.702  0.000
H: -1.748 -4.924 -0.992  0.000
H: 4.223 -2.752 -0.170  0.000
H: 5.514 -1.758 0.456  0.000
H: 5.428 -2.094 -1.323  0.000
H: 3.900 1.286 -1.190  0.000
H: 5.331 0.391 -1.814  0.000
H: 5.254 0.886 -0.106  0.000
O: -1.558 5.725 -1.069  0.001
C: -1.278 5.046 -0.119  0.002
N: -1.000 4.331 0.847  0.003
F: 0.623 3.013 -0.397  0.021
B: 0.092 3.260 0.959  0.006
F: 1.064 3.522 1.927  0.001

Atoms 1-2, force components in eV/Å:
-1.1 1.5 -0.1
-0.1 0.6 -0.1